Entry 1:
DFT (ωB97M-V/def2-TZVPD) results for C35H43IN4O3P2STbTe as an isolated structure.

Each line ends with the Löwdin spin population.
Cartesian coordinates (Å):
Tb (0.4032, 0.0101, -0.3504)  5.4039
N (5.5274, 5.9078, -0.1320)  0.0000
C (4.8214, 4.8434, 0.2741)  0.0000
C (4.4733, 3.8479, -0.6513)  -0.0002
C (3.7514, 2.7241, -0.2693)  -0.0006
C (3.2952, 2.6069, 1.0446)  -0.0019
C (3.6490, 3.6077, 1.9876)  -0.0001
C (4.3845, 4.7119, 1.6213)  -0.0001
S (2.3243, 1.2171, 1.4993)  -0.0147
O (2.5572, 0.8494, 2.8533)  -0.0016
O (2.5715, 0.2192, 0.4434)  -0.0247
N (0.7702, 1.5817, 1.2215)  -0.0489
C (0.0122, 2.6346, 1.7416)  -0.0057
N (0.6232, 3.6631, 2.3358)  -0.0002
C (-0.1788, 4.6006, 2.8616)  -0.0002
C (-1.5585, 4.5405, 2.8077)  0.0002
C (-2.0765, 3.3946, 2.2375)  -0.0008
N (-1.3248, 2.4522, 1.6837)  -0.0047
H (6.0305, 5.8848, -1.0304)  0.0000
H (5.7819, 6.6212, 0.5128)  0.0000
H (4.8033, 3.9567, -1.6991)  -0.0002
H (3.5176, 1.9211, -0.9724)  0.0001
H (3.2597, 3.5986, 3.0101)  -0.0001
H (4.6357, 5.5303, 2.3073)  0.0000
H (0.3919, 5.4177, 3.2956)  0.0000
H (-2.1684, 5.3534, 3.1461)  0.0000
H (-3.1331, 3.2223, 2.1961)  -0.0001
C (-1.2796, -0.8848, -4.1789)  -0.0017
P (-1.2369, -1.5740, -2.4469)  -0.0313
C (-0.5866, -3.2509, -2.6973)  -0.0002
C (-2.9652, -2.0139, -2.2308)  -0.0048
C (-3.6284, -3.0415, -2.8882)  -0.0006
C (-5.0064, -3.2726, -2.6741)  -0.0001
C (-5.7612, -2.4335, -1.7955)  -0.0008
C (-5.0716, -1.3821, -1.1603)  -0.0022
C (-3.6938, -1.1940, -1.3344)  -0.0117
P (-2.7377, 0.0046, -0.4024)  -0.0606
C (-3.3397, -0.4054, 1.3115)  -0.0018
C (-3.5837, 1.5929, -0.6797)  -0.0031
H (-1.7141, -1.5877, -4.8746)  -0.0003
H (-0.2475, -0.6046, -4.5239)  -0.0005
H (-1.8690, 0.0619, -4.1892)  -0.0003
H (-0.8987, -3.6422, -3.6654)  0.0000
H (-1.0752, -3.8843, -1.9413)  0.0001
H (0.5003, -3.3027, -2.5724)  0.0000
H (-3.0604, -3.6793, -3.5846)  -0.0001
H (-5.4275, -4.1432, -3.1628)  -0.0001
H (-6.8174, -2.5580, -1.6546)  -0.0002
H (-5.5739, -0.6585, -0.5378)  -0.0004
H (-4.4203, -0.3904, 1.3870)  0.0002
H (-2.8861, 0.4031, 1.9109)  -0.0010
H (-2.8897, -1.3579, 1.6342)  -0.0007
H (-4.6710, 1.5372, -0.5251)  -0.0008
H (-3.3502, 1.8933, -1.6947)  -0.0002
H (-3.1038, 2.2899, 0.0248)  -0.0002
I (1.8501, 0.7938, -2.9494)  -0.0712
C (1.5007, -2.4912, 0.0815)  -0.0398
C (2.1982, -2.4692, -1.0907)  -0.0044
C (2.9855, -3.5501, -1.4971)  -0.0009
C (3.3492, -4.5222, -0.6009)  0.0024
C (2.7901, -4.4798, 0.7388)  -0.0020
C (3.2596, -5.4233, 1.6516)  0.0010
C (2.6195, -5.5075, 2.9085)  0.0040
C (1.4526, -4.6732, 3.1133)  0.0264
C (1.0699, -3.6551, 2.2677)  0.0801
C (1.7069, -3.5464, 0.9830)  0.0155
H (2.1976, -1.5562, -1.7350)  -0.0013
H (3.3155, -3.6378, -2.5314)  -0.0005
H (4.0288, -5.3022, -0.8609)  0.0003
H (4.0342, -6.1149, 1.3622)  0.0000
H (2.8925, -6.2607, 3.6979)  0.0010
H (0.8973, -4.7770, 4.0333)  0.0009
C (-1.5936, -4.0840, 1.1904)  0.0082
O (-1.3264, -3.2745, 2.3468)  0.1643
C (-0.0718, -2.8968, 2.6546)  0.5297
C (0.0680, -1.8505, 3.6774)  0.0811
H (-2.3673, -4.7821, 1.5264)  0.0002
H (-0.7637, -4.6370, 0.7661)  0.0003
H (-2.0145, -3.4251, 0.4133)  0.0034
H (-0.2337, -2.2710, 4.6199)  0.0306
H (-0.6558, -1.0617, 3.3856)  0.0127
H (1.1033, -1.4614, 3.7435)  0.0019
C (-2.0717, 4.3721, -2.0603)  -0.0003
Te (-0.5179, 3.0104, -2.7592)  -0.0177
C (0.9672, 4.4093, -2.0729)  -0.0011
H (-2.0571, 4.4641, -0.9662)  0.0000
H (-3.0640, 4.0261, -2.3589)  -0.0001
H (-1.9155, 5.3148, -2.5996)  -0.0001
H (1.8600, 3.8498, -1.8266)  -0.0001
H (0.5590, 4.9185, -1.1898)  -0.0001
H (1.1984, 5.1121, -2.8928)  -0.0002

Atoms 1-3, force components in eV/Å:
Tb -1.384 -2.525 -1.391
N 1.259 1.179 -1.601
C -1.162 -1.622 0.594

Output
**Multiplicity**: 7
**Energy above the lowest of the compared OMol25 structures with the same formula, charge and spin**: 0.777 eV
**HOMO energy (alpha / beta)**: -3.1 / -1.7 eV
**Total charge**: -1
**Frontier orbital gap (alpha / beta)**: 0.1913 / 0.1397 Ha

---

Entry 2:
DFT (ωB97M-V/def2-TZVPD) results for a 2-piece molecular cluster, C2H4FNO overall.

Each line ends with the Mulliken charge.
Cartesian coordinates (Å):
C (0.8185, 1.6281, 1.0398)  0.0209
C (-0.2095, -1.2999, -0.7857)  -0.0045
N (1.5156, 2.3872, 1.9630)  -0.3119
O (-1.4111, -1.2641, -0.7756)  -0.3949
F (1.0586, 2.3919, -0.0637)  -0.1983
H (0.4464, -1.7237, -1.5626)  0.2270
H (0.3861, -1.1772, 0.1483)  0.1731
H (1.9670, 3.1926, 1.5518)  0.2290
H (1.6008, 2.1176, 2.9899)  0.2597

Atoms 1-3, force components in eV/Å:
C 1.957 2.340 1.827
C 0.295 -1.351 1.621
N -1.399 -2.514 0.545

Output
**Multiplicity**: 1
**Energy above the lowest of the compared OMol25 structures with the same formula, charge and spin**: 3.290 eV
**HOMO energy**: -9.7 eV
**Frontier orbital gap**: 0.3914 Ha